[1]
Formula: C21H28F9O4P
Source: OMol25
Level of theory: the ωB97M-V functional and the def2-TZVPD basis

```
63
Properties=species:S:1:pos:R:3:forces:R:3:mulliken_charge:R:1
C -1.3728 0.6561 -5.1846 0.0 -0.3 0.3 -1.136
C -0.3795 -0.2454 -4.4278 0.0 0.5 0.1 -0.518
C 0.3205 0.4897 -3.2773 -0.4 -0.3 -0.5 -0.852
C -0.6466 0.8900 -2.1818 0.3 -0.1 0.1 -0.230
O -0.6897 -0.1489 -1.1961 0.0 0.0 0.0 -0.174
P -1.6624 0.2137 0.0925 -0.1 0.0 -0.1 -0.193
C -0.4404 1.0663 1.2083 -0.4 0.0 0.0 -1.274
C -0.8407 2.5343 1.4283 0.2 -0.3 -0.2 -1.210
C -1.7592 2.7546 2.6221 0.2 0.4 -0.2 1.194
F -3.0227 2.9769 2.1825 -0.3 0.0 0.0 -0.333
F -1.8212 1.6804 3.4294 0.1 -0.3 0.3 -0.335
C -1.4136 3.9759 3.5262 0.0 -0.5 0.3 0.640
F -1.8486 5.0934 2.9498 -0.1 0.5 -0.3 -0.303
F -2.0626 3.8261 4.6991 -0.3 -0.1 0.2 -0.320
C 0.0864 4.1273 3.8653 -0.4 0.4 0.3 0.597
F 0.6891 4.8049 2.8826 0.3 0.3 -0.4 -0.305
F 0.6422 2.9179 3.9624 0.3 -0.5 0.0 -0.289
C 0.3546 4.8911 5.1991 0.2 -0.3 -0.7 0.619
F 0.2653 4.0828 6.2244 -0.2 -0.7 0.8 -0.244
F 1.5814 5.3844 5.1645 0.7 0.2 0.0 -0.259
F -0.4857 5.8855 5.3508 -0.7 0.8 0.0 -0.255
C -1.7291 -1.4701 0.8151 -0.2 0.2 0.1 -0.970
C -2.8651 -1.6933 1.7978 -0.3 -0.1 0.4 0.620
C -3.9725 -0.8357 1.9239 0.2 -0.8 0.4 -0.066
C -4.9942 -1.1275 2.8398 0.6 -0.4 -0.1 -0.763
C -4.9246 -2.2749 3.6297 0.6 0.0 -0.4 -0.461
C -3.8210 -3.1325 3.5116 0.0 0.5 -0.4 -0.484
C -2.8002 -2.8449 2.6084 -0.6 0.7 0.0 -0.649
H -2.4027 0.4428 -4.9116 -0.1 0.1 0.1 0.292
H -1.1762 1.6989 -4.9482 0.0 0.2 -0.2 0.294
H -1.2921 0.5064 -6.2552 0.0 0.1 -0.2 0.357
H 0.3793 -0.5798 -5.1303 0.1 -0.3 0.0 0.402
H -0.8854 -1.1111 -4.0070 0.0 -0.2 -0.1 0.285
H 0.7962 1.3789 -3.6862 0.2 0.1 0.0 0.421
H 1.0891 -0.1620 -2.8716 0.2 0.1 0.2 0.223
H -0.3246 1.8341 -1.7326 0.0 0.0 0.2 0.198
H -1.6544 1.0427 -2.5662 -0.1 0.1 -0.1 0.470
H -0.3759 0.5176 2.1433 0.1 0.0 0.1 0.684
H 0.5367 1.0251 0.7344 0.1 -0.1 -0.1 0.462
H -1.4015 2.8747 0.5622 -0.1 0.2 -0.1 0.511
H 0.0532 3.1448 1.4744 0.0 0.1 0.2 0.414
H -1.8446 -2.1462 -0.0309 0.0 -0.1 -0.1 0.523
H -0.7796 -1.7182 1.2891 0.1 -0.1 0.0 0.460
H -4.0486 0.0512 1.3165 0.0 0.1 -0.1 0.408
H -5.8284 -0.4480 2.9255 -0.1 0.0 0.0 0.396
H -5.7019 -2.5243 4.3344 -0.1 0.1 0.1 0.380
H -3.7535 -4.0194 4.1224 0.0 -0.1 0.1 0.380
H -1.9439 -3.4965 2.5146 0.1 -0.1 0.0 0.397
C 4.3463 -5.1674 -3.0335 0.0 0.1 0.2 -1.103
C 4.4579 -4.0715 -4.0715 0.1 -0.3 -0.2 -0.208
O 3.9756 -2.8108 -3.5808 -0.1 0.0 0.1 -0.320
C 4.7958 -2.1655 -2.7544 0.0 0.1 -0.1 0.701
O 5.8991 -2.5159 -2.4252 0.0 0.0 0.1 -0.568
O 4.1917 -1.0389 -2.3720 0.0 0.0 0.0 -0.222
C 4.9348 -0.2625 -1.4297 0.0 0.1 0.1 -0.703
H 3.3189 -5.2483 -2.6763 0.0 0.0 -0.1 0.287
H 4.6431 -6.1228 -3.4658 0.0 0.0 0.0 0.362
H 4.9870 -4.9647 -2.1770 0.1 0.0 0.0 0.319
H 3.8240 -4.2959 -4.9271 -0.1 0.1 0.0 0.294
H 5.4810 -3.9570 -4.4292 0.0 0.1 0.1 0.321
H 5.9322 -0.0447 -1.8046 0.0 -0.1 0.0 0.316
H 5.0021 -0.7869 -0.4778 0.1 0.0 0.0 0.323
H 4.3819 0.6630 -1.2980 -0.1 0.0 0.0 0.199
```
Positions in Å, forces in eV/Å.

HOMO-LUMO gap = 9.20 eV
structure (SMILES) = CCCCOP(CCC(F)(F)C(F)(F)C(F)(F)C(F)(F)F)Cc1ccccc1.CCOC(=O)OC
calculated total energy = -2358.14146 hartree

***

[2]
Formula: C19H37F3N14O11
Source: OMol25
Level of theory: the ωB97M-V functional and the def2-TZVPD basis

```
84
Properties=species:S:1:pos:R:3:forces:R:3:mulliken_charge:R:1
C -2.2691 -2.4755 -1.8704 0.0 0.7 1.7 -0.707
C -2.2301 -1.0568 -2.6404 -0.8 -1.7 -0.7 -0.316
C -0.7872 -0.6003 -3.1562 -1.8 -0.5 -1.7 -0.042
F 0.0682 -1.7348 -3.4945 -1.3 2.4 1.1 -0.367
N -0.0247 0.3361 -2.2809 1.1 -3.3 0.7 0.227
C 0.8786 -0.3360 -1.3230 4.8 0.7 0.6 -0.007
O 2.0528 0.1488 -1.2110 -5.4 -2.0 0.0 -0.884
O 0.4653 -1.4887 -0.6200 1.3 2.7 -1.5 0.289
C 1.5328 -2.0643 0.1770 0.7 -2.5 1.2 -0.462
O 1.7067 -1.4274 1.4791 -2.3 -0.3 -1.2 -0.419
C 0.4634 -1.3188 2.1807 -3.5 1.3 2.7 0.544
C -0.7099 -2.3373 2.1549 -0.4 1.7 1.1 -0.194
C -2.0799 -2.1512 2.9137 3.3 3.8 0.4 -0.582
C -2.2650 -0.8427 3.7513 3.2 -1.5 -2.3 -0.182
C -1.0765 0.1642 3.8155 0.6 -2.2 -1.7 -0.302
C 0.2758 -0.0203 3.0716 -2.6 -3.0 -0.6 -0.399
N -0.8008 1.3461 -1.7241 0.6 1.8 2.2 0.527
C -0.6681 2.6431 -2.4263 -3.9 3.4 -3.0 0.489
O -1.6666 3.0515 -3.0823 5.1 -2.1 3.2 -0.459
F 0.4630 3.5001 -2.3939 -2.1 -2.9 0.5 -0.199
C -0.6750 1.4669 -0.2640 1.3 2.1 3.9 0.426
O 0.0649 2.2662 0.3532 -3.4 -3.2 -3.2 -0.426
F -1.5150 0.6254 0.5363 2.0 1.7 -3.1 -0.202
H -2.0456 -2.2347 -0.7540 -0.2 -0.6 -1.8 0.004
H -3.3319 -2.9302 -1.8846 2.0 0.9 -0.2 0.368
H -1.4962 -3.2342 -2.2313 -1.3 1.2 0.3 0.196
H -2.8874 -1.1980 -3.5879 1.2 0.3 1.5 0.295
H -2.7870 -0.3053 -1.9855 1.2 -0.7 -1.0 0.272
H -0.9515 -0.0518 -4.1657 0.5 -0.8 1.7 0.387
H 1.2002 -3.1510 0.4146 0.2 1.9 -0.8 0.257
H 2.5334 -2.1814 -0.3896 -1.6 1.0 1.1 0.281
H -0.6073 -3.2939 1.5309 -0.1 1.7 1.0 0.146
H -2.9248 -2.9128 2.8412 1.5 1.1 0.0 0.321
H -3.2558 -0.6581 4.2906 1.9 -0.1 -0.9 0.350
H -1.2196 1.1150 4.4276 0.2 -1.6 -1.0 0.190
H 1.1605 0.7230 3.1207 -1.8 -1.3 0.0 0.354
N 1.6314 5.1684 1.8376 0.6 -0.3 -0.2 -0.285
C 0.8490 6.0787 2.4625 0.2 0.0 0.0 0.603
N -0.4816 5.8757 2.3156 -0.8 0.2 0.1 -0.332
O 1.3063 7.0117 3.1094 0.1 0.0 0.1 -0.689
H 1.2737 4.3966 1.3026 0.0 0.0 0.0 0.216
H 2.6281 5.2842 1.9223 -0.2 0.0 -0.1 0.130
H -1.0986 6.5323 2.7660 0.1 -0.1 -0.1 0.207
H -0.8768 5.1169 1.7895 0.1 0.0 0.0 0.136
N -3.9171 -5.9821 -3.9295 -0.6 0.1 0.5 -0.286
C -3.7265 -4.7900 -4.5336 -0.1 -0.1 0.7 0.550
N -3.7628 -4.8317 -5.8909 0.3 0.3 -1.1 -0.460
O -3.5359 -3.7539 -3.9104 -0.2 -0.1 -0.6 -0.576
H -4.0730 -6.8411 -4.4246 0.3 0.0 0.1 0.193
H -3.8976 -5.9952 -2.9227 0.1 -0.1 -0.2 0.172
H -3.6250 -3.9622 -6.3809 -0.1 -0.2 0.1 0.186
H -3.9184 -5.6706 -6.4208 -0.1 0.1 0.1 0.199
N 4.5544 0.1511 -2.4198 -0.5 0.1 -0.1 -0.288
C 5.5615 -0.5837 -1.8922 -0.3 -0.1 0.2 0.588
N 6.7775 -0.3662 -2.4532 1.0 -0.1 -0.1 -0.406
O 5.3892 -1.3812 -0.9815 0.0 0.0 -0.1 -0.652
H 4.6751 0.8102 -3.1674 0.1 -0.1 0.1 0.179
H 3.6318 0.0168 -2.0270 0.3 0.2 -0.1 0.375
H 7.5530 -0.8949 -2.0872 -0.2 0.1 -0.1 0.248
H 6.9403 0.2832 -3.2010 -0.1 -0.1 0.1 0.150
N -0.9231 -7.0159 -6.1180 -0.3 0.5 -0.5 -0.332
C -1.0839 -7.9134 -5.1155 -0.2 -0.1 0.2 0.636
N -0.0211 -8.7273 -4.9085 0.4 -0.6 0.4 -0.413
O -2.1070 -7.9830 -4.4496 0.1 -0.3 -0.2 -0.606
H -0.0912 -6.9431 -6.6754 -0.1 0.0 0.1 0.173
H -1.6917 -6.3906 -6.3028 0.2 0.0 0.1 0.178
H -0.1017 -9.4087 -4.1709 0.0 0.1 -0.2 0.223
H 0.8275 -8.6863 -5.4433 -0.1 0.0 0.1 0.157
N -2.6601 2.1179 7.5521 0.5 -0.3 0.6 -0.402
C -3.2952 2.0082 6.3608 0.0 -0.3 -0.1 0.666
N -3.9673 3.1188 5.9723 -0.5 0.5 -0.5 -0.414
O -3.2640 0.9875 5.6890 -0.2 0.3 0.3 -0.606
H -2.6731 2.9465 8.1188 0.0 -0.1 -0.1 0.162
H -2.1487 1.3122 7.8755 -0.1 0.2 -0.1 0.223
H -4.4530 3.0763 5.0906 0.1 0.0 0.2 0.215
H -4.0051 3.9663 6.5091 0.0 -0.1 0.0 0.162
N 3.6660 8.6522 4.3465 -0.5 0.3 0.2 -0.294
C 4.9999 8.4280 4.3157 0.0 0.6 0.2 0.578
N 5.3531 7.1696 3.9525 0.6 -0.8 -0.2 -0.340
O 5.8223 9.2893 4.5928 0.1 -0.1 0.0 -0.671
H 2.9751 7.9560 4.1216 -0.1 0.0 -0.2 0.224
H 3.3622 9.5749 4.6117 0.1 -0.2 -0.1 0.181
H 6.3379 6.9614 3.9172 -0.2 0.0 0.0 0.202
H 4.6937 6.4488 3.7217 0.0 0.1 0.1 0.163
```
Positions in Å, forces in eV/Å.

HOMO-LUMO gap = 7.24 eV
energy above the lowest of the compared OMol25 structures with the same formula, charge and spin = 183.1 kcal per mole
structure (SMILES) = CC[C@H](F)N(C(=O)OCOc1ccccc1)N(C(=O)F)C(=O)F.NC(N)=O.NC(N)=O.NC(N)=O.NC(N)=O.NC(N)=O.NC(N)=O
calculated total energy = -2639.95962 hartree

***

[3]
Formula: C26H32NO5OsS
Source: OMol25
Level of theory: the ωB97M-V functional and the def2-TZVPD basis

```
66
Properties=species:S:1:pos:R:3:forces:R:3:mulliken_charge:R:1
O -0.5715 -1.9563 -2.9215 -1.5 -1.5 -0.4 -0.217
C -1.1850 -3.2393 -2.4950 0.1 -0.5 1.3 -0.317
C -1.9552 -3.5116 -3.7733 0.8 0.4 0.3 -0.941
H -1.8642 -3.1673 -1.6316 0.7 0.1 -0.2 0.032
H -0.3787 -3.9631 -2.3049 -0.3 0.2 0.1 0.377
C -1.1705 -2.2674 -4.2422 -0.5 -0.1 -1.4 1.648
H -3.0452 -3.3481 -3.7244 0.6 -0.2 0.1 0.317
H -1.6991 -4.4692 -4.2285 -0.1 0.2 -0.2 0.330
C -2.1643 -1.2348 -4.7166 0.0 0.4 -0.2 -1.765
H -2.9145 -1.0602 -3.9327 0.3 0.3 -0.1 0.360
H -2.7329 -1.6414 -5.5653 0.3 0.0 0.1 0.404
H -1.6758 -0.3129 -5.0576 -0.2 0.0 0.2 0.355
C -0.0867 -2.5916 -5.2473 0.1 0.1 -0.2 -1.714
H 0.5765 -3.3859 -4.8866 -0.1 0.2 0.1 0.401
H 0.5083 -1.7026 -5.4761 0.0 -0.1 0.1 0.324
H -0.5264 -2.9402 -6.1879 0.0 0.1 0.1 0.388
Os 1.2513 0.2457 -1.0496 -5.7 -4.7 0.5 0.451
C 3.3062 0.5275 -0.5926 3.8 0.1 0.3 -0.556
C 2.7228 -0.1036 0.5301 -0.1 0.4 0.6 -0.215
C 2.2301 -1.3795 0.0905 0.9 -1.0 0.3 -0.438
H 2.6497 0.3507 1.5274 -0.1 -0.5 -0.5 0.342
C 2.5527 -1.5205 -1.2853 0.4 -1.2 0.4 -0.330
C 3.1789 -0.3318 -1.7320 1.3 0.4 -0.4 -0.679
H 3.4498 -0.0729 -2.7594 0.1 -0.4 0.5 0.498
H 3.7567 1.5170 -0.5891 0.0 -0.5 0.0 0.679
H 1.7212 -2.1377 0.6877 0.1 0.4 -0.2 0.561
H 2.3308 -2.3871 -1.8944 -0.2 0.2 0.0 0.496
C 1.1616 2.3392 -0.6558 0.4 2.4 -0.6 -0.222
C 1.6643 2.1064 -1.9786 0.3 3.3 -0.1 -1.101
C 0.6489 1.4829 -2.7391 -0.1 -0.4 -0.4 -0.459
H 2.6695 2.3148 -2.3069 -0.2 0.2 -0.1 0.639
C -0.4953 1.3293 -1.8976 -0.7 1.2 -0.1 -0.017
C -0.1892 1.9074 -0.6283 -0.7 0.1 0.0 -0.762
H -0.8616 2.0081 0.2284 0.4 -0.3 -0.3 0.470
H 1.7148 2.7627 0.1754 -0.3 0.1 -0.2 0.571
H 0.7519 1.1339 -3.7594 -0.1 0.1 0.2 0.457
H -1.4318 0.8767 -2.1907 0.1 -0.1 0.1 0.548
O -3.6925 -1.5426 -0.0623 0.8 -1.0 0.8 -0.493
C -2.2842 -1.3107 -0.0930 0.1 0.7 -0.9 1.256
C -1.5296 -2.3207 0.7928 -0.4 0.5 -0.5 -0.186
H -2.0931 -0.2523 0.1426 -0.1 -0.2 0.4 -0.092
H -1.9531 -1.4154 -1.1382 -0.1 0.2 0.3 -0.980
C -2.6165 -3.2675 1.3195 0.0 0.3 0.0 -0.623
H -0.9545 -1.8090 1.5642 -0.1 -0.1 0.1 0.490
H -0.8551 -2.8645 0.1390 0.4 -0.1 0.2 0.029
C -3.9316 -2.7359 0.7320 -0.7 0.4 -0.1 -0.509
H -2.6731 -3.2154 2.4091 0.1 -0.3 -0.2 0.278
H -2.4268 -4.2945 0.9906 -0.1 0.2 0.3 0.253
H -4.6048 -2.4212 1.5444 0.0 -0.3 -0.4 0.363
H -4.4154 -3.4917 0.0926 0.0 0.3 0.3 0.272
O -0.5589 2.3601 7.3164 -0.8 -0.1 -1.6 -0.528
S -0.7846 3.0301 6.0544 2.5 2.5 0.9 1.093
O -1.7971 4.0558 5.9428 0.4 -1.7 -0.4 -0.533
N -0.7421 2.0185 4.7738 -3.2 -2.5 -0.1 -0.276
C 0.2657 2.0999 3.8667 2.6 0.9 -1.6 0.340
O 0.3962 1.4817 2.7929 -1.0 0.8 2.1 -0.406
C 1.2541 3.1197 4.3719 0.4 0.0 -0.7 0.522
C 2.4764 3.5212 3.7945 -0.1 -0.1 0.6 -0.168
C 3.2206 4.5082 4.4517 -0.4 -0.1 -0.1 -0.632
C 2.7285 5.1264 5.6263 -0.6 -0.1 -0.2 -0.460
C 1.4820 4.7520 6.1648 0.7 -0.4 -0.3 -0.586
C 0.7955 3.7162 5.5252 0.0 1.1 1.0 0.156
H 2.8357 3.0149 2.8925 -0.1 0.3 0.3 0.310
H 4.1808 4.8325 4.0406 -0.4 -0.1 0.2 0.393
H 3.3063 5.9338 6.0875 -0.2 -0.4 -0.1 0.379
H 1.0727 5.1932 7.0755 0.2 0.0 -0.3 0.421
```
Positions in Å, forces in eV/Å.

HOMO-LUMO gap (alpha / beta) = 5.72 / 5.27 eV
energy above the lowest of the compared OMol25 structures with the same formula, charge and spin = 0.0 kcal per mole
charge = +1
multiplicity = 5
calculated total energy = -1929.17613 hartree

***

[4]
Formula: C5H12NO
Source: OMol25
Level of theory: the ωB97M-V functional and the def2-TZVPD basis

```
19
Properties=species:S:1:pos:R:3:forces:R:3:mulliken_charge:R:1
C 0.4813 1.4679 3.0852 -0.6 0.4 0.1 -1.126
C -0.4683 1.2541 1.8436 2.2 0.0 -0.9 -0.368
C -0.1860 0.0067 1.0596 -2.7 1.4 1.6 -0.169
C -0.4061 -0.1470 -0.3009 1.6 0.1 -1.5 0.004
N -0.8833 -1.3723 -0.7931 -1.6 0.4 1.1 0.010
C -1.1007 -1.7418 -2.0209 0.5 -1.3 0.3 -0.050
H 1.4208 1.7781 2.6290 0.6 -1.2 0.4 0.372
H 0.3247 0.6222 3.7870 1.0 0.7 -0.3 0.389
H 0.2313 2.4323 3.5464 -0.7 -0.5 0.2 0.380
H -0.3349 2.1818 1.2958 -0.7 -0.2 -0.7 0.403
H -1.4648 1.1489 2.2788 -0.5 -0.3 0.0 0.351
H -0.2517 -0.8982 1.6316 0.4 -0.6 0.6 0.365
H 0.0888 0.5059 -1.0306 -0.5 0.1 -0.1 0.417
H -1.4209 -1.9364 -0.0842 1.3 0.0 -0.6 0.359
H -0.9506 -1.1656 -2.9161 0.4 0.6 -0.1 0.326
H -1.3585 -2.8060 -2.1031 -0.5 0.5 -0.2 0.308
H 2.5795 -0.2838 -2.8991 0.0 -0.3 0.3 0.324
H 1.9712 1.0694 -2.8690 -0.1 0.1 0.2 0.337
O 1.9109 0.2185 -2.4117 -0.1 0.1 -0.4 -0.633
```
Positions in Å, forces in eV/Å.

HOMO-LUMO gap (alpha / beta) = 7.84 / 5.72 eV
energy above the lowest of the compared OMol25 structures with the same formula, charge and spin = 64.4 kcal per mole
charge = +2
multiplicity = 2
calculated total energy = -326.88039 hartree